A | A 2-piece molecular cluster, C3H5N2O2 overall, computed with the ωB97M-V functional and the def2-TZVPD basis.

Computed properties:
Total charge: +1
E_LUMO (alpha / beta): -4.82 / -4.82 eV
Kohn-Sham gap (alpha / beta): 9.517 / 9.518 eV

```
12
C3H5N2O2 | the Open Molecules 2025 dataset | the ωB97M-V functional and the def2-TZVPD basis
C -0.94751 -0.63573 -2.11449
C 0.62153 -0.09229 -0.06620
C 0.62788 1.37999 -0.19254
N -1.77424 -0.18570 -1.40801
N -0.21095 0.54152 0.65827
O -2.12342 0.56338 -0.53631
O -0.45396 -1.58001 -2.81158
H 1.05841 -1.05599 -0.19783
H 0.14854 1.86007 -1.03815
H 1.40172 1.96693 0.28770
H -0.90564 0.54053 1.38861
H -0.35582 -1.41280 -3.76790
```

Table of natural (NBO) atomic charges, one value per atom, all in e: 0.488, 0.170, -0.200, 0.126, -0.358, -0.378, -0.611, 0.276, 0.226, 0.233, 0.486, 0.543


B | A 2-piece molecular cluster, C3H5N2O2 overall, computed with the ωB97M-V functional and the def2-TZVPD basis.

Computed properties:
Total charge: +1
E_LUMO (alpha / beta): -6.46 / -6.76 eV
Kohn-Sham gap (alpha / beta): 9.216 / 8.944 eV

```
12
C3H5N2O2 | the Open Molecules 2025 dataset | the ωB97M-V functional and the def2-TZVPD basis
C -0.15612 1.25426 -0.32244
C -0.50143 -0.03117 -0.02824
C 0.29017 -1.24230 -0.00854
N -1.23555 2.01669 -0.09238
N -1.78524 -0.04055 0.30332
O -3.07520 -1.62104 0.03014
O -2.28322 1.14392 0.15761
H 0.77013 1.62296 -0.80878
H 0.80948 -1.46179 -0.87015
H -0.54834 -1.94792 0.17205
H 1.12570 -1.07871 0.79997
H -1.44708 2.90589 -0.43393
```

Table of natural (NBO) atomic charges, one value per atom, all in e: 0.094, 0.127, -0.660, -0.134, 0.112, -0.098, -0.013, 0.296, 0.263, 0.284, 0.270, 0.459


C | An isolated ion of composition C3H5N2O2 and charge +1, computed with the ωB97M-V functional and the def2-TZVPD basis.

Computed properties:
Total charge: +1
Structure (SMILES): [NH2+]=CN(C=O)C=O
E_LUMO: -5.18 eV
Kohn-Sham gap: 10.819 eV

```
12
C3H5N2O2 | the Open Molecules 2025 dataset | the ωB97M-V functional and the def2-TZVPD basis
N 0.33279 -1.59664 -1.04378
C -0.49405 -0.73838 -0.62586
N -0.07292 0.50981 0.21453
C -1.26016 1.15823 0.80900
O -2.29404 0.98517 0.28460
C 1.28868 0.65412 0.50724
O 2.13394 -0.11402 0.10507
H -0.07176 -2.24036 -1.60732
H 1.41390 -1.24034 -0.76979
H -1.60145 -0.68283 -0.72731
H -1.07064 1.87208 1.69765
H 1.69571 1.43314 1.15599
```

Table of natural (NBO) atomic charges, one value per atom, all in e: -0.628, 0.415, -0.524, 0.563, -0.467, 0.561, -0.535, 0.438, 0.498, 0.280, 0.195, 0.203


Energetically preferred structure: C | next structure: +0.1893 hartree